DFT (ωB97M-V/def2-TZVPD) results for a structure of composition C14H28N4O4W.

The gap between HOMO and LUMO (spin up / spin down) comes out at 8.368 / 8.368 eV. As for the HOMO energy (spin up / spin down): -21.89 / -21.89 eV. The net charge is +4. For the LUMO energy (spin up / spin down), the calculation gives -13.518 / -13.518 eV. The energy relative to the best compared isomer or geometry (same formula, charge and spin) is 108.59 kJ/mol.

Structure (XYZ):
```
51
Properties=species:S:1:pos:R:3:nbo_charge:R:1
W 0.03 0.08 0.27 1.927
O -0.97 -1.56 -0.43 -0.543
O -0.86 0.72 -1.48 -0.553
O 1.31 -1.51 0.64 -0.568
O 1.59 0.34 -1.03 -0.549
N -0.53 1.19 1.63 -0.816
N -2.13 3.34 3.14 -0.245
N 0.22 2.98 3.34 -0.392
N -1.23 1.38 4.16 -0.380
C 0.02 2.08 4.46 -0.076
C -1.08 0.46 3.16 0.016
C -2.29 -1.16 -0.97 -0.097
C -1.94 -0.13 -2.04 -0.099
C 0.04 1.33 -2.51 -0.099
C 0.57 2.30 2.16 -0.042
C 2.87 0.02 -0.39 -0.099
C 2.69 -1.41 0.09 -0.097
C 1.38 1.56 -1.84 -0.098
C -0.79 4.01 3.32 -0.068
C -2.69 3.26 1.99 0.146
C -0.78 -2.72 0.47 -0.099
C 0.72 -2.88 0.54 -0.098
C -2.36 2.29 4.20 -0.072
H -2.80 -2.03 -1.40 0.285
H 1.12 -3.33 -0.37 0.244
H -0.06 2.63 5.40 0.267
H 0.12 0.62 -3.33 0.244
H -0.41 2.26 -2.86 0.271
H -2.79 0.49 -2.29 0.270
H -0.27 -0.22 3.36 0.223
H -0.79 4.50 4.30 0.271
H -1.27 -3.60 0.05 0.287
H 1.42 2.42 -1.17 0.213
H 2.18 1.66 -2.58 0.287
H 0.69 2.99 1.33 0.225
H -2.34 2.79 5.17 0.273
H 3.40 -1.67 0.87 0.275
H -3.52 2.58 1.84 0.237
H 3.69 0.11 -1.11 0.287
H -0.66 4.76 2.54 0.257
H -1.25 -2.48 1.43 0.213
H -1.55 -0.61 -2.93 0.244
H -3.32 1.81 4.05 0.260
H 2.76 -2.12 -0.73 0.243
H 1.47 1.71 2.36 0.214
H -2.01 -0.02 2.87 0.229
H -2.34 3.89 1.18 0.238
H 1.02 -3.45 1.41 0.275
H 0.84 1.37 4.54 0.242
H -2.89 -0.77 -0.15 0.213
H 3.04 0.74 0.42 0.215
```